1.
# C2HF2I2N

C2HF2I2N as an isolated structure (wB97M-V/def2-TZVPD, the Open Molecules 2025 dataset).

Structure (XYZ):
```
8
Properties=species:S:1:pos:R:3:forces:R:3:nbo_charge:R:1
C 1.837107 0.776112 0.006429 -4.183 -5.102 -1.541 -0.239
C 2.833570 0.060088 0.743639 0.223 -2.286 0.014 0.499
N 0.495398 -0.628251 -0.347407 1.943 4.516 0.157 -0.339
F 2.357273 -0.709520 1.745726 -0.856 -0.195 0.275 -0.336
F 3.672773 0.854363 1.310477 2.122 2.130 0.992 -0.318
I 1.416508 2.665954 0.013680 -0.290 1.554 -0.065 0.396
I 4.014949 -1.411885 -0.394647 -0.203 0.322 -0.338 0.053
H -0.292489 0.033180 -0.678357 1.245 -0.940 0.505 0.284
```
Forces are in eV/Å.

Its relative energy (zero: lowest compared OMol25 entry of this formula, charge and spin) is 114.5 kcal/mol. The calculation puts the HOMO-LUMO gap (spin up / spin down) at 8.13 / 8.04 eV. Its net charge is 0. The value obtained for the energy is -926.4696 hartree. The value obtained for the largest force on an atom is 6.8 eV Å⁻¹. For the HOMO energy (spin up / spin down), the calculation gives -9.784 / -9.016 eV. The multiplicity is 1.

---

2.
# C4H11I2N3P

An isolated ion of composition C4H11I2N3P and charge +1 (wB97M-V/def2-TZVPD, the Open Molecules 2025 dataset).

Structure (XYZ):
```
21
Properties=species:S:1:pos:R:3:forces:R:3:nbo_charge:R:1
C -1.409483 0.560552 1.064989 -0.747 3.416 -1.464 -0.710
C -0.218759 0.562701 0.156523 -0.919 0.819 1.330 0.363
I 0.174725 2.892539 0.108974 0.485 -0.428 -0.386 -0.079
N -0.532276 0.232605 -1.278688 1.466 -0.397 1.391 -0.550
C 0.841260 -0.046621 -1.876783 -1.780 0.442 2.919 -0.220
C 1.663230 -0.500492 -0.660952 0.565 -1.858 0.620 0.086
N 2.881719 0.231456 -0.670605 0.738 0.404 0.315 -0.822
I 4.636401 -0.706697 -0.149674 -0.290 0.160 -0.119 0.370
N 0.808711 -0.245738 0.558935 0.272 -0.281 -1.972 -0.733
P 1.523670 -0.121868 2.189759 -0.631 -0.837 0.262 0.532
H -2.097471 1.429631 0.798767 0.475 -1.415 -0.273 0.255
H -1.105746 0.989891 1.992068 0.332 -0.786 1.263 0.273
H -1.917914 -0.347132 0.992272 -0.793 -1.645 0.691 0.230
H -0.970619 1.030233 -1.659017 -0.661 1.311 -0.857 0.451
H -1.151606 -0.549338 -1.383510 -0.502 -0.756 0.283 0.431
H 1.097233 0.918450 -2.210937 1.078 0.569 -1.171 0.259
H 0.671769 -0.879948 -2.458060 0.272 -1.103 -2.320 0.239
H 1.838948 -1.640937 -0.766479 0.006 1.874 0.390 0.232
H 2.763878 1.109864 -0.145593 0.335 -0.395 -0.417 0.398
H 2.653217 -0.864862 1.841130 0.355 0.124 -0.151 -0.009
H 0.980838 -1.351485 2.754721 -0.057 0.780 -0.335 0.004
```
Forces are in eV/Å.

Its relative energy (zero: lowest compared OMol25 entry of this formula, charge and spin) is 0.0 kcal/mol. The calculation puts the HOMO-LUMO gap at 8.39 eV. Its SMILES is C[C@]1(I)[NH2+]C[C@@H](NI)N1P. Its net charge is +1. The value obtained for the energy is -1259.6979 hartree. The value obtained for the largest force on an atom is 3.8 eV Å⁻¹. For the HOMO energy, the calculation gives -12.267 eV. The multiplicity is 1.

---

3.
# C5H13NS

A 2-piece molecular cluster, C5H13NS overall (wB97M-V/def2-TZVPD, the Open Molecules 2025 dataset).

Structure (XYZ):
```
20
Properties=species:S:1:pos:R:3:forces:R:3:nbo_charge:R:1
C -0.392008 -0.694062 1.763483 -1.261 0.674 -0.997 -0.770
C -0.302320 -1.866054 -0.658756 -0.417 -1.647 1.807 -0.834
C 2.360674 0.082099 0.317582 2.605 -0.147 -0.153 -0.603
C 1.441199 0.602782 -0.780674 0.321 2.595 2.200 -0.421
C -0.049546 0.953096 -0.438860 0.019 0.804 -0.448 -0.559
N -3.253497 1.121960 -0.169520 0.563 -0.635 -0.084 -1.074
S -0.917386 -0.507541 0.138046 0.051 -1.376 0.687 1.151
H -0.697435 0.230244 2.199052 0.276 0.852 0.723 0.207
H -0.760963 -1.525988 2.366048 0.058 -0.179 -0.651 0.230
H -0.691496 -2.336947 -1.550343 -0.257 0.757 -0.369 0.233
H -0.247392 -2.659100 0.173921 0.123 1.127 -1.335 0.220
H 2.490188 0.773596 1.200418 -0.102 -0.504 -1.137 0.213
H 1.996391 -0.827304 0.710078 -0.487 -1.158 0.559 0.220
H 3.474818 -0.228073 -0.109884 -2.844 1.161 0.891 0.213
H 1.481574 0.014502 -1.616356 -0.133 -1.793 -1.972 0.219
H 1.967947 1.515444 -1.066808 -0.623 0.495 -0.307 0.218
H -0.207358 1.648705 0.456148 0.272 -0.584 -1.580 0.263
H -0.643339 1.269761 -1.387275 1.063 -0.286 1.851 0.263
H -2.925083 1.681895 -0.957219 0.273 0.165 -0.066 0.294
H -4.124974 0.750986 -0.589073 0.499 -0.321 0.379 0.316
```
Forces are in eV/Å.

Its relative energy (zero: lowest compared OMol25 entry of this formula, charge and spin) is 194.0 kcal/mol. The calculation puts the HOMO-LUMO gap (spin up / spin down) at 5.42 / 5.33 eV. Its net charge is 0. The value obtained for the energy is -650.9348 hartree. The value obtained for the largest force on an atom is 3.4 eV Å⁻¹. For the HOMO energy (spin up / spin down), the calculation gives -7.172 / -7.101 eV. The multiplicity is 1.

---

4.
# C21H46FHfN5O5

C21H46FHfN5O5 as an isolated structure (wB97M-V/def2-TZVPD, the Open Molecules 2025 dataset).

Structure (XYZ):
```
79
Properties=species:S:1:pos:R:3:forces:R:3:mulliken_charge:R:1
Hf -0.213958 1.476494 -1.691395 4.266 -7.711 4.115 1.496
C 3.098886 1.205281 2.797456 -0.777 0.854 -2.592 -1.562
C 1.639409 0.618298 2.511456 0.824 -1.209 1.727 1.489
C 1.173671 0.182199 3.928139 -0.196 0.706 0.311 -1.339
C 0.898027 1.407418 4.842587 -1.513 -1.616 0.275 -0.575
C -0.234989 2.189974 4.233928 -0.608 0.264 -2.030 -1.561
C 0.079248 2.696281 2.768210 -0.472 -0.203 2.227 1.795
N 0.678175 1.581346 1.980704 -0.595 1.038 -3.217 0.841
O 0.818911 1.900198 0.592622 -0.774 -0.492 0.554 -0.638
C 1.061467 3.779587 3.099015 1.360 3.474 -1.606 -1.971
C -1.246192 3.163918 2.105168 0.912 0.035 -0.488 -1.632
C 1.640232 -0.679023 1.655047 0.186 0.336 0.209 -1.236
H 3.153562 2.048175 3.486397 -0.241 -0.474 0.277 0.336
H 3.287055 1.667454 1.828392 0.477 0.380 -0.233 0.243
H 3.946839 0.527828 2.898082 -0.593 -0.496 0.493 0.360
H 1.940816 -0.502198 4.290353 0.237 0.340 0.213 0.577
H 0.294558 -0.461261 3.893071 -0.413 0.224 -0.187 0.368
H 1.779281 1.935806 5.206306 -0.229 0.143 -0.321 0.323
H 0.289094 1.100720 5.693023 1.024 -0.733 0.771 0.409
H -0.578650 2.990232 4.889354 0.453 0.534 -0.350 0.399
H -1.160258 1.622535 4.133992 0.124 -0.876 0.217 0.447
H 1.448951 4.021639 4.088644 -0.295 -1.167 0.338 0.386
H 0.669943 4.766780 2.853538 -1.024 0.168 0.087 0.506
H 1.918040 3.949589 2.446723 0.375 -1.096 -0.299 0.380
H -1.039131 3.978127 1.410699 0.029 -0.079 -0.293 0.362
H -2.011986 3.571647 2.765035 0.339 -0.253 0.478 0.401
H -1.665414 2.315360 1.564533 -0.145 0.031 -0.010 0.127
H 0.732795 -0.796501 1.062716 0.075 0.312 -0.062 -0.227
H 1.653482 -1.513742 2.355887 0.249 -0.094 -0.111 0.480
H 2.500289 -0.775421 0.992386 -0.065 0.123 -0.026 0.171
F 0.782871 -0.639526 -1.495297 -1.646 3.651 -0.468 -0.300
C -2.197013 -1.209116 1.743061 -0.113 0.214 -0.553 -1.162
C -2.519194 -0.125630 0.714125 -1.180 -2.675 4.265 0.374
O -1.679182 0.219001 -0.042660 3.580 3.349 -4.298 1.194
N -3.756785 0.337259 0.846254 -0.315 0.307 -1.390 -0.066
C -4.288704 1.360706 -0.030730 -1.634 -0.097 0.317 -0.886
H -1.268851 -1.752965 1.567432 -0.301 -0.082 -0.656 -0.009
H -3.092630 -1.824735 1.659452 0.344 -0.633 0.896 0.658
H -2.010435 -0.779070 2.727107 -0.712 0.144 0.083 0.207
H -4.438684 -0.325635 1.186366 0.169 0.249 0.469 0.330
H -5.332543 1.396358 0.281092 0.006 0.889 0.289 0.413
H -4.473946 1.098066 -1.072269 1.000 -0.266 -0.313 0.276
H -3.800166 2.326191 0.100698 -0.078 -0.140 -0.045 0.224
C 0.150337 -5.206279 0.153121 0.617 -0.057 1.331 -0.867
C 0.463825 -5.186370 -1.319872 -0.818 -0.394 0.928 0.670
O 0.601058 -6.222837 -1.924195 0.208 0.212 -0.722 -0.605
N 0.688812 -3.931338 -1.774698 -0.307 0.259 -1.526 0.053
C 1.091003 -3.636320 -3.173231 0.037 0.270 1.065 -0.865
H -0.244968 -4.326224 0.660404 -0.304 0.384 -0.561 0.112
H 1.158989 -5.251595 0.563809 0.171 -0.267 0.337 0.282
H -0.379443 -6.064364 0.566793 0.012 -0.119 -0.669 0.353
H 0.292763 -3.187338 -1.218186 0.354 0.029 -0.244 -0.077
H 2.019917 -4.167932 -3.379620 0.027 0.264 -0.039 0.328
H 1.200252 -2.551805 -3.173886 0.450 -0.058 -0.254 0.217
H 0.396205 -3.881845 -3.976399 -0.413 -0.368 0.366 0.277
C 3.839123 0.728836 -1.447805 0.630 0.848 -0.707 -0.205
C 3.228700 1.674820 -2.456837 0.338 -0.876 1.278 0.449
O 1.991437 1.751432 -2.449581 -5.265 1.126 0.277 -1.065
N 3.941094 2.357817 -3.305452 0.501 0.935 -1.719 -0.159
C 3.466452 3.333024 -4.368104 0.040 0.197 0.052 -0.914
H 3.788925 1.126209 -0.434061 -0.330 0.302 -0.086 -0.017
H 4.902385 0.679216 -1.682606 -0.015 -0.799 0.137 0.452
H 3.251841 -0.189216 -1.467315 0.376 -0.145 -0.139 -0.037
H 4.898355 2.039022 -3.351546 0.163 0.478 -0.126 0.285
H 4.271427 3.773369 -4.956503 0.630 -0.629 0.470 0.356
H 2.992512 4.235986 -3.983233 -0.153 -0.395 0.737 0.296
H 2.800851 2.941982 -5.137628 -0.087 -0.705 0.475 0.319
C -2.749434 -2.194197 -1.960170 1.157 0.640 0.086 -0.571
C -2.410985 -1.149808 -3.027516 -1.927 -1.030 -0.133 0.335
O -1.627632 -0.236852 -2.763603 2.313 3.086 0.710 -0.670
N -3.049464 -1.137184 -4.187129 -1.903 -1.589 -0.584 -0.194
C -4.305934 -1.956080 -4.470462 0.483 -0.119 0.221 -0.902
H -2.892095 -3.234340 -2.253174 -0.176 0.323 -0.336 0.560
H -3.571317 -1.826336 -1.345935 -0.301 -0.078 -0.252 0.385
H -1.873008 -2.142616 -1.314182 0.006 -0.242 0.105 -0.262
H -2.840882 -0.411419 -4.857833 0.141 0.053 0.171 0.297
H -5.183488 -1.516049 -3.996778 0.195 0.234 0.046 0.326
H -4.244238 -2.988822 -4.127310 0.490 0.208 0.349 0.309
H -4.540265 -2.094187 -5.525975 0.549 0.651 -0.103 0.342
```
Forces are in eV/Å.

The calculation puts the HOMO-LUMO gap at 4.45 eV. Its net charge is +2. The value obtained for the energy is -1624.9675 hartree. The value obtained for the largest force on an atom is 9.7 eV Å⁻¹. For the HOMO energy, the calculation gives -12.903 eV. The multiplicity is 1.

---

5.
# C15H19N3O9

One molecule with the formula C15H19N3O9 (wB97M-V/def2-TZVPD, the Open Molecules 2025 dataset).

Structure (XYZ):
```
46
Properties=species:S:1:pos:R:3:forces:R:3:nbo_charge:R:1
C 5.874255 0.006451 -2.355446 0.320 0.157 0.259 -0.262
O 4.519387 -0.322433 -2.628827 -0.313 -0.153 -0.287 -0.471
C 3.660125 -0.117280 -1.638497 0.335 0.215 0.413 0.758
O 3.961712 0.325522 -0.556515 -0.029 0.000 -0.205 -0.587
C 2.286618 -0.499340 -2.017544 -0.961 -0.232 -0.201 0.180
N 1.957175 -1.165729 -3.150720 0.406 -0.152 -0.370 -0.433
C 0.662448 -1.292719 -3.067315 -0.043 0.145 0.230 0.199
N 0.208065 -0.718248 -1.930747 0.488 -0.148 -0.610 -0.188
C -1.140492 -0.676286 -1.409544 -0.384 0.210 -0.011 0.228
O -1.348701 -1.717691 -0.501695 0.126 -0.092 -0.037 -0.506
C -1.392218 -1.236022 0.843841 0.012 -0.187 0.766 0.028
C -0.553985 -2.128458 1.762780 -0.657 0.207 0.038 -0.102
O 0.841195 -1.961301 1.585627 0.208 -0.097 -0.348 -0.517
C 1.485581 -1.177365 2.477810 0.166 -0.084 0.157 0.804
C 2.945732 -1.102982 2.164036 -0.038 0.083 0.042 -0.734
O 0.929502 -0.635980 3.396231 -0.061 0.138 0.040 -0.605
C -0.912882 0.224432 0.766223 -0.135 -0.337 -0.557 0.048
O -1.295920 1.104202 1.794296 0.161 0.254 0.059 -0.499
C -2.518871 1.125628 2.350972 -0.311 0.153 0.325 0.816
C -2.550776 2.185237 3.417711 -0.087 -0.121 -0.037 -0.715
O -3.436475 0.406736 2.064039 -0.024 -0.017 0.028 -0.596
C -1.368867 0.637715 -0.643538 0.686 0.165 -0.134 0.056
O -2.733708 1.001128 -0.603793 -0.100 -0.227 0.319 -0.503
C -3.280113 1.478565 -1.736514 -0.057 0.079 -0.129 0.806
C -4.710460 1.864661 -1.507993 0.035 -0.057 0.020 -0.720
O -2.669374 1.570131 -2.767608 0.038 -0.001 -0.091 -0.599
N 1.243463 -0.218365 -1.259417 0.420 0.348 0.527 -0.244
H 5.958766 1.054535 -2.060476 0.015 -0.097 -0.043 0.196
H 6.421545 -0.179400 -3.275512 -0.054 -0.002 0.043 0.200
H 6.259797 -0.616876 -1.545854 -0.015 0.051 -0.079 0.193
H 0.029849 -1.771399 -3.785097 -0.249 -0.117 -0.154 0.214
H -1.822905 -0.797358 -2.259353 0.232 0.089 0.162 0.221
H -2.435249 -1.275640 1.180913 0.346 -0.042 -0.044 0.235
H -0.811454 -1.903461 2.804070 -0.043 -0.113 -0.207 0.219
H -0.778329 -3.170950 1.528855 0.029 0.084 0.071 0.208
H 3.317619 -2.088658 1.899755 0.051 -0.067 -0.037 0.233
H 3.483873 -0.704569 3.018361 -0.023 0.000 0.037 0.233
H 3.099494 -0.446325 1.306819 -0.029 -0.022 -0.009 0.280
H 0.183708 0.253342 0.765897 -0.383 -0.021 -0.047 0.251
H -1.793400 1.953070 4.162488 0.066 0.029 0.064 0.248
H -2.309380 3.151107 2.982222 0.044 0.085 -0.017 0.237
H -3.533570 2.214131 3.877318 -0.006 -0.017 -0.021 0.232
H -0.776757 1.455022 -1.067999 -0.098 -0.166 0.095 0.227
H -5.323050 1.496431 -2.326626 0.007 -0.006 -0.038 0.242
H -4.782141 2.950673 -1.496142 0.007 0.058 0.001 0.245
H -5.050834 1.466116 -0.557490 -0.100 0.025 0.018 0.245
```
Forces are in eV/Å.

Its relative energy (zero: lowest compared OMol25 entry of this formula, charge and spin) is 1.0 kcal/mol. The calculation puts the HOMO-LUMO gap at 10.79 eV. Its SMILES is COC(=O)c1ncn([C@H]2O[C@@H](COC(C)=O)[C@H](OC(C)=O)[C@@H]2OC(C)=O)n1. Its net charge is 0. The value obtained for the energy is -1424.4704 hartree. The value obtained for the largest force on an atom is 1.0 eV Å⁻¹. For the HOMO energy, the calculation gives -10.140 eV. The multiplicity is 1.